# 1
Molecular formula: C17H42Al2Br3Cl4F4KMgN3O7P
Method: DFT, ωB97M-V with the def2-TZVPD basis set

Summary:
Net charge: +2
E_HOMO: -10.098 eV
Maximum force: 7.30 eV/A
Lowest unoccupied orbital energy: -8.80 eV

Each line ends with the Löwdin charge.
Cartesian coordinates (Å):
C  -3.40  3.71  4.76  0.040
O  -4.44  2.90  5.25  -0.214
C  -4.60  1.68  4.48  -0.161
C  -3.34  0.68  4.53  -0.298
C  -3.65  -0.35  5.74  -0.129
C  -3.17  -0.22  3.22  -0.138
C  -2.33  0.44  2.05  -0.361
C  -3.09  1.59  1.23  -0.117
C  -0.87  0.94  2.50  -0.049
H  -2.43  3.51  5.33  0.076
H  -3.27  3.62  3.64  0.038
H  -5.47  1.12  4.98  0.140
H  -4.97  1.90  3.42  0.126
H  -2.35  1.17  4.77  0.107
H  -3.69  0.16  6.77  -0.032
H  -4.68  -0.78  5.51  0.120
H  -2.92  -1.23  5.72  0.084
H  -2.62  -1.17  3.53  0.104
H  -4.21  -0.55  2.86  0.137
H  -2.14  -0.40  1.29  0.137
H  -2.30  2.09  0.56  0.020
H  -3.54  2.40  1.86  0.015
H  -3.88  1.18  0.52  0.080
H  -0.38  0.14  3.13  0.075
H  -0.27  1.10  1.53  0.073
H  -0.95  1.95  3.02  0.071
Mg  -2.02  0.73  7.46  1.182
C  -0.88  2.84  -2.55  -1.480
Br  -1.96  1.28  -2.19  0.695
Br  0.33  3.24  -1.09  0.666
Br  0.07  2.69  -4.25  0.736
H  -1.56  3.69  -2.65  0.006
O  -1.21  4.83  2.82  -0.112
H  -0.34  5.09  2.50  0.043
H  -1.46  5.53  3.43  -0.102
O  -0.98  -1.66  4.82  -0.440
Cl  0.40  -2.10  4.95  0.638
O  0.48  -3.09  6.01  -0.351
O  1.23  -0.97  5.28  -0.359
O  0.84  -2.68  3.71  -0.351
Cl  0.96  0.69  -4.79  0.137
K  -1.58  7.55  3.68  1.020
Cl  -8.17  6.51  2.22  0.555
C  -7.73  5.01  3.08  -0.653
C  -6.24  4.94  3.38  -0.649
Cl  -5.27  4.75  1.90  0.572
H  -8.06  4.17  2.48  0.074
H  -8.29  5.01  4.02  0.079
H  -6.03  4.08  4.01  0.045
H  -5.90  5.84  3.90  0.069
F  1.79  4.94  6.54  -0.232
Al  1.35  3.65  5.42  0.032
F  0.21  2.54  6.22  -0.267
F  2.79  2.79  4.91  -0.216
F  0.53  4.33  4.01  -0.225
O  4.02  -3.62  -7.85  -0.238
P  4.76  -3.66  -6.50  0.754
N  4.64  -5.35  -6.28  -0.317
C  3.37  -6.06  -6.48  -0.105
C  5.67  -6.06  -7.04  -0.125
N  3.57  -2.71  -5.67  -0.329
C  2.25  -3.24  -5.35  -0.117
C  3.42  -1.36  -6.22  -0.153
N  5.71  -3.63  -4.99  -0.327
C  5.21  -4.14  -3.72  -0.093
C  6.47  -2.42  -4.77  -0.272
H  3.51  -7.14  -6.37  0.094
H  2.93  -5.88  -7.46  0.092
H  2.64  -5.80  -5.71  0.063
H  6.66  -5.61  -6.86  0.071
H  5.48  -6.02  -8.11  0.090
H  5.74  -7.11  -6.72  0.092
H  1.72  -3.58  -6.23  0.095
H  1.64  -2.48  -4.85  0.074
H  2.33  -4.05  -4.62  0.072
H  2.83  -1.37  -7.15  0.091
H  4.40  -0.93  -6.46  0.070
H  2.94  -0.70  -5.50  0.003
H  4.48  -3.46  -3.26  0.091
H  6.04  -4.26  -3.01  0.097
H  4.76  -5.12  -3.81  0.090
H  5.86  -1.61  -4.36  0.117
H  6.90  -2.07  -5.72  -0.243
H  7.32  -2.60  -4.09  0.090
Al  8.37  -1.76  -6.24  1.118



# 2
Molecular formula: C17H42Br2N7O3
Method: DFT, ωB97M-V with the def2-TZVPD basis set

Summary:
Net charge: +1
E_HOMO: -10.214 eV
Maximum force: 1.78 eV/A
Lowest unoccupied orbital energy: -3.73 eV

Each line ends with the Löwdin charge.
Cartesian coordinates (Å):
C  7.08  -3.54  0.49  -0.128
C  7.44  -2.36  -0.43  -0.705
Br  6.15  -2.41  -1.91  0.693
C  7.29  -1.00  0.36  -0.630
Br  6.31  0.32  -0.65  0.776
C  8.59  -0.34  0.68  -0.346
N  8.63  0.71  1.50  0.215
C  9.93  1.06  1.55  -0.354
N  10.38  2.10  2.30  0.183
N  10.66  0.24  0.79  0.169
N  9.81  -0.64  0.22  0.163
H  7.79  -4.35  0.37  0.083
H  7.08  -3.24  1.53  0.078
H  6.10  -3.91  0.24  0.053
H  8.42  -2.50  -0.87  0.062
H  6.81  -1.21  1.30  0.102
H  10.88  2.88  1.93  0.119
H  10.11  2.11  3.26  0.121
H  11.66  0.27  0.65  0.196
H  10.06  -1.39  -0.41  0.185
C  1.21  -0.02  -2.62  -0.066
C  0.33  -1.00  -1.86  -0.427
C  0.48  -0.91  -0.33  -0.205
O  1.66  -1.53  0.17  -0.187
C  2.82  -0.72  0.11  -0.144
N  0.58  -2.36  -2.36  0.040
H  2.25  -0.33  -2.63  0.059
H  0.88  0.05  -3.65  0.077
H  1.15  0.98  -2.18  0.080
H  -0.71  -0.75  -2.09  0.130
H  -0.35  -1.45  0.13  0.121
H  0.40  0.12  0.01  0.080
H  2.59  0.33  0.29  0.095
H  3.33  -0.84  -0.85  0.038
H  3.50  -1.06  0.90  0.077
H  -0.07  -3.00  -1.93  0.072
H  1.49  -2.65  -2.00  0.064
C  -3.25  0.90  0.08  -0.052
C  -2.45  1.09  1.36  -0.420
C  -3.14  1.99  2.39  -0.207
O  -3.07  3.37  2.10  -0.187
C  -4.05  3.85  1.20  -0.098
N  -1.11  1.57  1.02  0.037
H  -3.22  1.78  -0.56  0.070
H  -2.85  0.07  -0.50  0.067
H  -4.30  0.68  0.30  0.066
H  -2.34  0.10  1.83  0.136
H  -2.62  1.87  3.35  0.122
H  -4.18  1.69  2.55  0.115
H  -5.00  3.33  1.32  0.088
H  -3.71  3.76  0.16  0.076
H  -4.20  4.91  1.41  0.088
H  -0.54  1.61  1.86  0.083
H  -1.20  2.55  0.74  0.078
C  -9.94  -0.39  -0.93  -0.070
C  -8.68  -0.44  -1.79  -0.433
C  -7.43  -0.90  -1.02  -0.207
O  -6.86  0.08  -0.17  -0.208
C  -7.46  0.20  1.10  -0.102
N  -8.49  0.87  -2.42  0.039
H  -9.95  0.46  -0.26  0.064
H  -10.82  -0.31  -1.57  0.077
H  -10.04  -1.30  -0.34  0.079
H  -8.85  -1.17  -2.58  0.135
H  -6.65  -1.14  -1.75  0.121
H  -7.63  -1.82  -0.46  0.120
H  -7.81  -0.77  1.48  0.093
H  -8.30  0.91  1.08  0.078
H  -6.71  0.59  1.79  0.075
H  -7.70  0.82  -3.07  0.071
H  -8.17  1.52  -1.70  0.067



# 3
Molecular formula: C17H42BrIInN2O
Method: DFT, ωB97M-V with the def2-TZVPD basis set

Summary:
Net charge: -1
E_HOMO: -4.959 eV
Maximum force: 0.47 eV/A
Lowest unoccupied orbital energy: 2.60 eV

Each line ends with the Löwdin charge.
Cartesian coordinates (Å):
C  2.41  1.49  1.48  -0.114
C  1.52  2.04  0.37  -0.449
C  0.49  1.01  -0.08  -0.852
I  -1.17  2.04  -1.00  0.702
In  1.37  -0.36  -1.62  0.246
Br  -0.31  -2.27  -2.16  -0.088
C  3.29  -1.28  -0.98  -0.297
C  4.45  -0.74  -1.78  -0.392
O  4.87  0.55  -1.34  -0.100
H  3.18  0.84  1.09  0.034
H  1.82  0.91  2.20  0.073
H  2.89  2.29  2.03  0.068
H  2.14  2.34  -0.48  0.089
H  1.03  2.96  0.73  0.062
H  0.05  0.51  0.78  -0.007
H  1.62  0.58  -3.08  -0.066
H  3.21  -2.36  -1.14  0.020
H  3.49  -1.13  0.09  0.023
H  5.31  -1.42  -1.76  0.097
H  4.19  -0.60  -2.83  0.087
H  4.85  0.54  -0.38  0.048
C  -4.48  5.45  -1.74  -0.086
C  -4.48  6.61  -0.76  -0.280
N  -4.44  6.18  0.63  -0.205
C  -4.71  7.24  1.57  -0.259
C  -3.71  8.40  1.67  -0.089
C  -3.35  5.27  0.96  -0.244
C  -1.91  5.75  0.71  -0.089
H  -5.30  4.77  -1.52  0.081
H  -4.62  5.84  -2.76  0.071
H  -3.55  4.89  -1.73  0.057
H  -5.40  7.19  -0.88  0.113
H  -3.65  7.29  -1.02  0.100
H  -4.81  6.78  2.56  0.109
H  -5.69  7.65  1.33  0.105
H  -2.79  8.11  2.16  0.053
H  -4.15  9.22  2.24  0.065
H  -3.46  8.79  0.68  0.063
H  -3.50  4.35  0.41  0.081
H  -3.46  5.00  2.01  0.114
H  -1.82  6.24  -0.26  0.068
H  -1.25  4.89  0.70  0.028
H  -1.56  6.44  1.47  0.053
C  1.22  -9.07  1.13  -0.099
C  1.23  -7.55  1.22  -0.284
N  2.19  -6.93  0.33  -0.205
C  2.40  -5.52  0.60  -0.247
C  1.23  -4.56  0.38  -0.100
C  2.05  -7.29  -1.08  -0.248
C  0.70  -7.03  -1.76  -0.077
H  2.23  -9.47  1.28  0.076
H  0.56  -9.48  1.89  0.068
H  0.87  -9.42  0.16  0.061
H  1.51  -7.26  2.23  0.114
H  0.20  -7.19  1.07  0.102
H  3.25  -5.19  -0.01  0.108
H  2.74  -5.44  1.64  0.106
H  1.03  -4.39  -0.67  -0.007
H  1.46  -3.59  0.81  0.070
H  0.31  -4.92  0.85  0.070
H  2.30  -8.35  -1.18  0.096
H  2.84  -6.75  -1.62  0.113
H  -0.13  -7.36  -1.14  0.064
H  0.65  -7.58  -2.70  0.069
H  0.54  -5.97  -1.99  0.055



# 4
Molecular formula: C17H44N11O29P
Method: DFT, ωB97M-V with the def2-TZVPD basis set

Summary:
E_HOMO: -9.863 eV
Maximum force: 6.07 eV/A
SMILES string: C[C@@H](O)C[C@@H]1OC(=O)O[C@@H]1P(=O)(O)O.C[N+](=O)[O-].C[N+](=O)[O-].C[N+](=O)[O-].C[N+](=O)[O-].C[N+](=O)[O-].C[N+](=O)[O-].C[N+](=O)[O-].C[N+](=O)[O-].C[N+](=O)[O-].C[N+](=O)[O-].C[N+](=O)[O-]
Lowest unoccupied orbital energy: -0.43 eV

Each line ends with the Löwdin charge.
Cartesian coordinates (Å):
C  -0.76  -0.35  0.83  -0.024
C  0.55  -0.77  0.01  -0.368
O  0.32  -2.16  -0.43  -0.079
C  0.80  0.08  -1.31  -0.072
C  0.63  1.66  -1.13  -0.256
O  1.22  2.34  -2.26  0.023
C  1.83  3.49  -1.66  -0.418
O  2.65  4.14  -2.31  0.118
O  1.31  3.71  -0.35  -0.006
C  1.08  2.37  0.22  -0.186
P  2.79  2.01  0.98  0.687
O  3.33  3.35  1.49  -0.312
O  3.93  1.42  -0.13  -0.141
O  2.64  1.03  2.38  -0.170
H  -0.45  0.49  1.54  0.076
H  -1.09  -1.25  1.46  0.078
H  -1.55  -0.03  0.07  0.104
H  1.50  -0.82  0.63  0.096
H  1.10  -2.47  -0.93  0.084
H  0.00  -0.25  -2.06  0.146
H  1.82  -0.15  -1.75  0.090
H  -0.49  1.82  -1.18  0.151
H  0.24  2.43  0.99  0.142
H  3.67  0.49  -0.32  0.060
H  2.75  0.07  2.17  0.008
C  -2.70  -0.32  5.18  0.029
N  -2.64  -1.16  3.95  -0.410
O  -1.57  -1.25  3.39  0.048
O  -3.68  -1.70  3.60  0.052
H  -1.72  0.09  5.37  0.102
H  -3.43  0.46  4.99  0.065
H  -3.02  -0.96  6.00  0.105
C  3.66  -1.73  -4.95  0.055
N  3.41  -2.19  -3.56  -0.429
O  3.26  -3.38  -3.38  0.073
O  3.37  -1.33  -2.70  0.029
H  3.67  -2.60  -5.61  0.103
H  2.85  -1.05  -5.22  0.112
H  4.62  -1.23  -4.97  0.066
C  -5.93  -4.13  3.16  0.040
N  -7.23  -4.74  3.53  -0.447
O  -7.29  -5.96  3.58  0.051
O  -8.16  -3.98  3.76  0.062
H  -5.21  -4.93  2.99  0.076
H  -6.09  -3.55  2.26  0.107
H  -5.62  -3.50  3.99  0.090
C  1.87  7.11  -3.62  0.049
N  0.63  7.61  -4.27  -0.443
O  0.36  8.79  -4.12  0.071
O  -0.02  6.81  -4.91  0.044
H  2.35  7.92  -3.09  0.099
H  1.58  6.32  -2.93  0.078
H  2.52  6.72  -4.40  0.107
C  -4.53  3.21  2.85  0.051
N  -3.15  2.72  3.09  -0.406
O  -2.31  3.00  2.26  0.078
O  -2.96  2.07  4.11  0.020
H  -4.55  3.76  1.92  0.068
H  -5.19  2.34  2.79  0.111
H  -4.81  3.85  3.69  0.112
C  3.42  -3.86  1.45  0.066
N  2.61  -2.79  2.09  -0.388
O  2.91  -1.63  1.82  -0.012
O  1.72  -3.14  2.82  0.126
H  4.18  -3.40  0.82  0.100
H  3.88  -4.44  2.25  0.069
H  2.74  -4.47  0.86  0.110
C  -5.36  -7.26  0.56  0.039
N  -4.08  -6.51  0.65  -0.448
O  -3.55  -6.44  1.75  0.053
O  -3.64  -6.03  -0.38  0.066
H  -5.63  -7.63  1.54  0.092
H  -6.12  -6.56  0.19  0.101
H  -5.22  -8.08  -0.14  0.100
C  6.68  -5.95  5.08  0.044
N  5.43  -5.47  4.44  -0.440
O  5.16  -4.28  4.56  0.066
O  4.76  -6.30  3.85  0.060
H  7.17  -5.11  5.57  0.096
H  6.40  -6.71  5.81  0.103
H  7.31  -6.36  4.30  0.102
C  -6.04  5.77  -0.79  0.051
N  -6.32  5.34  0.60  -0.441
O  -6.49  4.15  0.80  0.042
O  -6.37  6.22  1.45  0.068
H  -6.03  4.89  -1.43  0.096
H  -6.83  6.45  -1.09  0.103
H  -5.07  6.26  -0.79  0.105
C  7.75  0.61  -4.96  0.049
N  6.92  -0.10  -5.97  -0.437
O  7.47  -0.90  -6.69  0.080
O  5.73  0.19  -6.00  0.032
H  8.78  0.26  -5.05  0.097
H  7.69  1.68  -5.17  0.105
H  7.35  0.37  -3.98  0.103
C  -1.07  3.92  -3.95  0.039
N  -2.36  3.29  -3.57  -0.441
O  -2.40  2.07  -3.54  0.060
O  -3.28  4.04  -3.32  0.051
H  -0.34  3.14  -4.14  0.092
H  -1.24  4.52  -4.84  0.094
H  -0.75  4.54  -3.11  0.098



# 5
Molecular formula: C17H45BrN2O3P
Method: DFT, ωB97M-V with the def2-TZVPD basis set

Summary:
Net charge: -1
E_HOMO: -4.227 eV
Maximum force: 1.41 eV/A
Lowest unoccupied orbital energy: 2.89 eV

Each line ends with the Löwdin charge.
Cartesian coordinates (Å):
C  2.80  2.68  1.07  -0.141
C  1.47  3.25  0.56  -0.332
C  0.62  2.31  -0.31  -0.419
P  0.33  0.60  0.46  0.408
Br  -2.28  1.10  0.62  -0.078
C  0.09  -0.31  -1.21  -0.384
C  0.82  -1.65  -1.18  -0.297
C  2.26  -1.57  -1.69  -0.228
C  2.34  -1.68  -3.21  -0.197
C  3.75  -1.84  -3.75  -0.246
O  4.50  -0.64  -3.72  -0.194
C  4.22  0.28  -4.75  -0.121
H  2.71  2.21  2.05  0.042
H  3.56  3.47  1.15  0.056
H  3.19  1.91  0.40  0.056
H  1.69  4.15  -0.03  0.088
H  0.86  3.58  1.40  0.092
H  1.06  2.21  -1.31  0.062
H  -0.36  2.77  -0.43  0.015
H  -0.05  -0.65  1.10  -0.051
H  0.37  1.23  1.77  -0.048
H  1.72  0.25  0.49  -0.017
H  0.45  0.30  -2.04  0.059
H  -0.98  -0.45  -1.37  0.027
H  0.28  -2.40  -1.76  0.098
H  0.81  -2.02  -0.14  0.072
H  2.88  -2.35  -1.24  0.107
H  2.69  -0.62  -1.38  0.102
H  1.73  -2.53  -3.55  0.115
H  1.90  -0.79  -3.66  0.109
H  4.32  -2.56  -3.15  0.118
H  3.72  -2.23  -4.78  0.114
H  5.06  0.35  -5.44  0.080
H  4.02  1.26  -4.33  0.086
H  3.33  -0.02  -5.33  0.081
C  -7.00  -1.51  -1.89  -0.080
C  -6.15  -0.54  -1.07  -0.447
C  -6.51  0.93  -1.29  -0.202
O  -6.10  1.46  -2.54  -0.182
C  -6.98  1.24  -3.62  -0.128
N  -4.74  -0.84  -1.26  0.038
H  -6.66  -1.54  -2.92  0.060
H  -6.90  -2.52  -1.49  0.069
H  -8.06  -1.24  -1.88  0.071
H  -6.37  -0.73  -0.01  0.135
H  -5.98  1.52  -0.54  0.121
H  -7.59  1.08  -1.17  0.113
H  -8.03  1.29  -3.29  0.084
H  -6.82  0.28  -4.11  0.071
H  -6.81  2.04  -4.34  0.083
H  -4.19  -0.31  -0.58  -0.053
H  -4.45  -0.48  -2.17  0.069
C  2.48  -1.59  6.15  -0.074
C  2.33  -0.10  5.88  -0.439
C  1.79  0.22  4.49  -0.215
O  2.72  0.04  3.44  -0.208
C  2.81  -1.27  2.92  -0.112
N  3.61  0.56  6.16  0.031
H  3.35  -2.00  5.64  0.063
H  2.63  -1.77  7.22  0.070
H  1.60  -2.15  5.82  0.078
H  1.60  0.30  6.59  0.133
H  1.52  1.28  4.46  0.121
H  0.87  -0.35  4.28  0.125
H  1.84  -1.78  2.98  0.090
H  3.57  -1.87  3.43  0.072
H  3.07  -1.18  1.86  0.075
H  3.48  1.57  6.10  0.067
H  4.25  0.34  5.40  0.067



# 6
Molecular formula: C17H46ClO6P
Method: DFT, ωB97M-V with the def2-TZVPD basis set

Summary:
E_HOMO: -9.655 eV
Maximum force: 0.73 eV/A
SMILES string: O=CC[PH3]Cl.CC(C)O.CC(C)O.CC(C)O.CC(C)O.CC(C)O
Lowest unoccupied orbital energy: 0.37 eV

Each line ends with the Löwdin charge.
Cartesian coordinates (Å):
O  -1.69  -2.23  -5.40  0.014
C  -1.36  -3.36  -5.68  -0.370
C  -0.40  -4.20  -4.91  -0.346
P  1.39  -3.61  -5.28  0.557
Cl  3.47  -2.92  -5.69  -0.069
H  -1.76  -3.81  -6.61  0.118
H  -0.50  -5.25  -5.18  0.079
H  -0.60  -4.09  -3.84  0.059
H  1.45  -2.83  -4.14  -0.011
H  1.07  -3.08  -6.52  -0.017
H  1.91  -4.90  -5.21  -0.019
C  -4.81  0.09  -2.91  -0.059
C  -4.91  -1.32  -2.37  -0.502
C  -3.60  -1.78  -1.75  -0.063
O  -5.32  -2.23  -3.39  -0.052
H  -4.04  0.14  -3.69  0.082
H  -5.76  0.40  -3.35  0.078
H  -4.54  0.80  -2.12  0.078
H  -5.70  -1.37  -1.62  0.136
H  -2.81  -1.78  -2.51  0.076
H  -3.70  -2.80  -1.36  0.080
H  -3.29  -1.12  -0.94  0.068
H  -4.65  -2.21  -4.08  0.080
C  -0.22  0.09  0.17  -0.053
C  -0.41  -1.29  0.79  -0.499
C  -0.49  -1.21  2.31  -0.053
O  0.62  -2.18  0.38  -0.064
H  0.71  0.53  0.53  0.056
H  -0.19  0.02  -0.91  0.079
H  -1.04  0.76  0.45  0.084
H  -1.33  -1.74  0.41  0.117
H  0.44  -0.79  2.71  0.077
H  -0.63  -2.21  2.74  0.077
H  -1.31  -0.58  2.63  0.081
H  1.46  -1.82  0.69  0.089
C  -1.17  -6.50  0.16  -0.057
C  -0.03  -6.41  -0.84  -0.491
C  1.24  -5.86  -0.21  -0.055
O  -0.42  -5.62  -1.98  -0.075
H  -1.41  -5.50  0.55  0.079
H  -2.07  -6.90  -0.32  0.079
H  -0.91  -7.14  1.00  0.080
H  0.17  -7.40  -1.26  0.136
H  1.08  -4.85  0.17  0.065
H  2.04  -5.82  -0.94  0.079
H  1.56  -6.49  0.62  0.081
H  -0.62  -4.74  -1.65  0.078
C  2.72  4.06  2.70  -0.065
C  2.58  2.62  3.15  -0.497
C  3.87  2.08  3.75  -0.062
O  2.15  1.78  2.07  -0.072
H  3.49  4.14  1.92  0.085
H  1.78  4.43  2.28  0.080
H  3.00  4.72  3.52  0.072
H  1.78  2.54  3.89  0.137
H  4.68  2.11  3.01  0.081
H  3.75  1.05  4.07  0.077
H  4.19  2.68  4.61  0.079
H  2.82  1.82  1.38  0.088
C  1.33  9.58  2.80  -0.063
C  1.19  8.18  3.36  -0.504
C  1.01  8.17  4.87  -0.063
O  2.30  7.36  2.97  -0.062
H  2.21  10.07  3.23  0.081
H  1.44  9.56  1.72  0.079
H  0.46  10.19  3.05  0.080
H  0.33  7.69  2.89  0.137
H  1.89  8.62  5.35  0.081
H  0.91  7.15  5.24  0.078
H  0.14  8.75  5.17  0.079
H  3.09  7.75  3.35  0.089